{
  "formula": "C57H57N9O4",
  "method": "wB97M-V/def2-TZVPD",
  "species": ["O", "O", "O", "O", "N", "N", "N", "N", "N", "N", "N", "N", "N", "C", "C", "C", "C", "C", "C", "C", "C", "C", "C", "C", "C", "C", "C", "C", "C", "C", "C", "C", "C", "C", "C", "C", "C", "C", "C", "C", "C", "C", "C", "C", "C", "C", "C", "C", "C", "C", "C", "C", "C", "C", "C", "C", "C", "C", "C", "C", "C", "C", "C", "C", "C", "C", "C", "C", "C", "C", "H", "H", "H", "H", "H", "H", "H", "H", "H", "H", "H", "H", "H", "H", "H", "H", "H", "H", "H", "H", "H", "H", "H", "H", "H", "H", "H", "H", "H", "H", "H", "H", "H", "H", "H", "H", "H", "H", "H", "H", "H", "H", "H", "H", "H", "H", "H", "H", "H", "H", "H", "H", "H", "H", "H", "H", "H"],
  "positions_angstrom": [[1.41, -2.28, 1.96], [3.16, -0.12, -5.84], [-1.91, 2.11, -6.23], [-1.51, 0.78, -1.82], [-4.79, -1.80, -1.00], [-4.23, 2.63, -0.99], [0.71, 4.55, 5.77], [5.94, 0.07, 5.14], [-6.49, 0.70, -5.90], [-1.31, 0.73, 6.12], [-0.14, 6.57, -1.58], [3.87, -1.47, -2.00], [2.79, -6.05, -0.21], [0.33, -0.19, 1.37], [-4.96, -0.56, -4.75], [-0.09, 0.95, -7.14], [2.62, -6.53, 1.01], [5.23, -1.68, -0.04], [4.89, 0.65, 4.57], [5.91, -1.22, 5.48], [-0.61, 0.44, 0.48], [0.55, 5.78, -0.52], [-3.59, 3.58, -0.27], [-4.43, 0.65, -4.06], [-3.48, -2.17, -1.25], [0.62, 4.34, -0.62], [-4.16, 1.17, 0.87], [-0.43, 4.51, -2.69], [5.86, -2.77, -0.52], [-3.26, -3.04, 1.13], [-0.27, -0.07, 5.73], [3.40, -7.58, 1.54], [0.15, -1.01, -1.37], [-0.56, 5.92, -2.60], [-0.46, 3.92, 3.75], [0.92, -1.93, -0.31], [4.80, -7.45, -0.49], [0.14, 3.60, 4.94], [-2.42, 0.50, 5.44], [3.82, -6.51, -1.04], [-3.63, 2.13, 1.67], [-1.52, -1.43, 4.28], [1.19, 0.70, -4.67], [3.72, -0.09, 4.18], [-5.89, -0.45, -5.75], [4.60, -2.40, -2.61], [1.87, 0.40, -5.80], [-4.50, 1.50, -0.42], [3.72, -1.54, 4.52], [5.68, -3.07, -1.94], [0.26, 6.21, 3.89], [-0.15, 1.33, -4.73], [-0.35, -1.12, 4.82], [4.82, -2.01, 5.20], [0.88, -1.40, 1.05], [4.54, -8.00, 0.79], [1.24, 0.47, -7.03], [-0.69, 0.06, -0.96], [-2.59, -0.51, 4.58], [-4.64, -2.52, 1.25], [4.19, -1.01, -0.74], [-5.07, 1.82, -4.34], [0.21, 3.69, -1.75], [0.74, 5.79, 5.28], [-0.79, 1.42, -5.96], [-2.67, -2.75, -0.20], [-5.30, -1.93, 0.21], [-3.38, 3.44, 1.14], [-0.40, 5.13, 3.14], [-6.20, 1.84, -5.20], [1.73, -3.18, 1.46], [-4.83, 2.83, -3.85], [3.03, -2.27, 4.40], [-2.83, -3.52, 1.88], [0.35, 2.55, -1.94], [-1.69, -2.26, 3.44], [5.39, -8.68, 1.02], [5.65, -7.57, -1.11], [-0.59, 0.86, -8.18], [1.15, 3.97, -0.02], [-3.54, -0.67, 4.43], [6.25, -3.81, -2.55], [-3.49, 0.56, -3.58], [4.93, -3.08, 5.58], [6.55, -3.40, -0.02], [-1.11, 1.40, 1.02], [0.53, 7.26, 3.57], [0.40, 0.03, 2.47], [-0.81, 3.13, 3.05], [3.61, -0.24, -4.81], [-3.55, 4.40, -0.83], [4.99, 1.80, 4.28], [-0.88, 5.19, 2.10], [-2.11, 1.20, -1.24], [2.83, 0.28, 3.74], [-3.77, 0.14, 1.01], [-3.21, 1.14, 5.66], [-3.30, 2.04, 2.64], [1.91, 0.33, -7.84], [3.38, -7.82, 2.56], [1.37, -2.88, -0.65], [1.82, -6.05, 1.48], [-0.57, 1.36, -3.67], [-0.76, 4.07, -3.83], [5.43, -1.46, 0.98], [-0.13, 2.55, 5.36], [1.18, 6.51, 5.85], [-1.64, -3.15, -0.31], [3.99, -5.84, -1.99], [-2.53, 2.35, -5.61], [-1.04, 6.39, -3.36], [6.73, -1.79, 5.75], [0.86, 6.42, 0.15], [-6.94, 2.57, -5.32], [1.54, 0.45, -3.71], [4.05, -2.82, -3.45], [0.82, 0.22, 5.98], [0.44, -1.74, 4.65], [-4.40, -1.33, -4.75], [-3.07, -1.89, -2.02], [-5.15, 0.86, -1.06], [-6.21, -1.01, -6.43], [-2.93, 4.30, 1.83], [-6.38, -1.82, 0.22], [-5.15, -2.76, 2.28], [3.39, -0.41, -0.27], [0.47, -1.17, -2.44]],
  "lowdin_charge": [-0.04, -0.04, 0.06, -0.01, 0.07, 0.07, 0.05, 0.04, 0.04, 0.07, 0.06, 0.02, 0.02, -0.05, 0.01, 0.02, -0.18, -0.10, -0.16, -0.16, 0.02, 0.01, -0.11, -0.05, -0.07, -0.05, -0.08, -0.07, -0.07, -0.01, -0.12, -0.04, 0.02, -0.21, -0.15, 0.02, -0.07, -0.14, -0.19, -0.09, -0.09, -0.04, -0.03, -0.01, -0.15, -0.18, -0.38, -0.20, -0.05, -0.04, 0.00, 0.00, -0.13, -0.11, -0.39, -0.07, -0.02, -0.30, -0.05, -0.08, -0.09, -0.12, -0.08, -0.13, -0.33, -0.01, -0.22, -0.02, -0.11, -0.09, 0.18, 0.12, 0.05, 0.02, 0.12, 0.14, 0.11, 0.07, 0.14, -0.02, 0.05, 0.10, 0.08, 0.13, 0.09, 0.14, 0.11, 0.11, 0.09, 0.21, 0.06, 0.14, 0.10, 0.04, 0.06, 0.11, 0.10, 0.06, 0.11, 0.08, 0.10, 0.07, 0.09, 0.16, 0.09, 0.10, 0.06, 0.09, 0.12, 0.04, 0.07, 0.08, 0.03, 0.09, 0.07, 0.10, 0.14, 0.07, 0.02, 0.00, 0.11, 0.04, 0.13, 0.11, 0.13, 0.10, 0.11],
  "lumo_energy_ev": -0.07,
  "charge": 0,
  "smiles": "Oc1ccc(O)cc1.Oc1ccc(O)cc1.c1ccncc1.c1ccncc1.c1ccncc1.c1ccncc1.c1ccncc1.c1ccncc1.c1ccncc1.c1ccncc1.c1ccncc1",
  "relative_energy_kcal_mol": 4.7,
  "e_homo_ev": -7.878
}



{
  "formula": "C10H36O8",
  "method": "wB97M-V/def2-TZVPD",
  "species": ["O", "O", "O", "O", "O", "O", "O", "O", "C", "C", "C", "C", "C", "C", "C", "C", "C", "C", "H", "H", "H", "H", "H", "H", "H", "H", "H", "H", "H", "H", "H", "H", "H", "H", "H", "H", "H", "H", "H", "H", "H", "H", "H", "H", "H", "H", "H", "H", "H", "H", "H", "H", "H", "H"],
  "positions_angstrom": [[-20.46, 2.13, 20.10], [-24.33, 2.39, 22.63], [-23.61, -0.18, 22.77], [-19.95, 0.55, 17.88], [-19.95, 1.89, 22.90], [-23.65, 3.61, 17.19], [-22.11, 5.90, 17.18], [-18.25, 3.60, 20.48], [-22.18, -0.11, 22.77], [-23.76, 2.46, 16.38], [-21.76, 2.59, 20.15], [-20.40, 3.18, 23.34], [-18.62, 0.70, 17.50], [-20.59, 4.13, 16.38], [-25.44, 2.54, 21.81], [-17.29, 2.80, 21.13], [-19.98, 6.68, 16.76], [-20.77, 5.45, 17.24], [-21.47, 3.04, 23.47], [-20.95, 4.26, 15.36], [-20.28, 7.56, 17.31], [-21.68, -1.05, 23.00], [-20.47, 1.61, 19.30], [-20.37, -0.06, 17.27], [-23.90, 0.73, 22.68], [-24.45, 1.68, 16.71], [-18.44, 1.29, 16.60], [-21.95, 3.43, 20.83], [-16.33, 2.99, 20.64], [-25.25, 2.25, 20.78], [-18.94, 6.39, 16.89], [-22.50, 1.80, 20.26], [-25.84, 3.56, 21.85], [-22.68, 5.13, 17.27], [-24.23, 3.20, 23.15], [-19.08, 3.13, 20.37], [-18.11, -0.26, 17.52], [-20.26, 1.86, 21.99], [-21.93, 0.21, 21.76], [-18.12, 1.18, 18.35], [-22.01, 3.08, 19.21], [-20.24, 3.97, 22.61], [-26.28, 1.95, 22.16], [-22.81, 1.93, 16.33], [-24.13, 2.76, 15.40], [-24.53, 3.88, 17.46], [-17.59, 1.75, 21.06], [-19.54, 3.82, 16.30], [-20.56, 5.30, 18.30], [-20.18, 7.02, 15.74], [-21.80, 0.57, 23.53], [-21.07, 3.28, 16.87], [-19.98, 3.52, 24.29], [-17.23, 3.04, 22.19]],
  "lowdin_charge": [-0.13, -0.13, -0.03, -0.12, -0.03, -0.14, -0.07, 0.02, -0.09, -0.13, -0.13, -0.07, -0.14, -0.03, -0.14, -0.07, -0.05, -0.46, 0.09, 0.09, 0.08, 0.10, 0.06, 0.10, 0.02, 0.08, 0.09, 0.10, 0.11, 0.08, 0.08, 0.09, 0.09, 0.02, 0.11, 0.03, 0.09, 0.03, 0.07, 0.07, 0.08, 0.10, 0.09, 0.07, 0.09, 0.10, 0.10, 0.06, 0.12, 0.08, 0.09, 0.03, 0.10, 0.12],
  "multiplicity": 2,
  "lumo_energy_ev": [-2.27, -9.40],
  "charge": 1,
  "s_squared": 0.76,
  "relative_energy_kcal_mol": 52.9,
  "e_homo_ev": [-11.888, -11.874]
}



{
  "formula": "C5H4O",
  "method": "wB97M-V/def2-TZVPD",
  "species": ["O", "C", "C", "C", "C", "C", "H", "H", "H", "H"],
  "positions_angstrom": [[1.85, 1.16, 0.01], [0.73, 0.37, -0.14], [-2.00, -0.08, 0.05], [2.08, -0.21, 0.04], [-0.54, 0.41, 0.03], [-1.80, 1.24, 0.01], [-2.63, -0.88, 0.14], [2.40, -0.70, 1.11], [2.53, -0.77, -0.84], [-2.14, 2.19, 0.10]],
  "lowdin_charge": [-0.01, -0.26, 0.07, -0.14, -0.12, 0.06, 0.06, 0.15, 0.12, 0.06],
  "lumo_energy_ev": 1.08,
  "charge": 0,
  "smiles": "C1=CC1=C1CO1",
  "relative_energy_kcal_mol": 107.5,
  "e_homo_ev": -8.151
}



{
  "formula": "C21H36N7O7PS2TeTi",
  "method": "wB97M-V/def2-TZVPD",
  "species": ["Te", "Ti", "S", "S", "P", "O", "O", "O", "O", "O", "O", "O", "N", "N", "N", "N", "N", "N", "N", "C", "C", "C", "C", "C", "C", "C", "C", "C", "C", "C", "C", "C", "C", "C", "C", "C", "C", "C", "C", "C", "H", "H", "H", "H", "H", "H", "H", "H", "H", "H", "H", "H", "H", "H", "H", "H", "H", "H", "H", "H", "H", "H", "H", "H", "H", "H", "H", "H", "H", "H", "H", "H", "H", "H", "H", "H"],
  "positions_angstrom": [[1.15, 3.31, 2.53], [-0.06, 1.30, -0.32], [-1.84, 3.21, -1.02], [-1.15, -1.13, -0.50], [-0.47, 1.67, 2.85], [-2.43, 3.90, 0.10], [0.08, 0.55, 3.86], [-0.94, 1.01, 1.57], [-0.29, 3.21, -0.90], [-1.74, 2.17, 3.69], [-2.21, 3.74, -2.32], [-2.03, 1.71, -0.95], [0.32, 0.82, -2.56], [-0.64, -2.94, 1.39], [1.68, -1.04, -2.24], [0.91, -1.32, 1.26], [1.33, -0.18, 0.65], [0.37, -0.91, -4.14], [2.09, 1.97, -0.57], [-0.38, 1.54, -3.62], [3.03, 1.32, 0.14], [4.36, 1.72, 0.10], [4.72, 2.81, -0.68], [-2.81, 2.89, 3.03], [0.78, -3.10, -3.21], [-3.77, 1.96, 2.32], [2.56, 0.16, 0.89], [-0.94, -0.59, -4.73], [3.42, -0.61, 1.84], [-1.38, -0.56, 5.44], [1.67, -2.50, -2.13], [-0.72, -0.62, 4.08], [-0.23, -1.79, 0.78], [0.90, -2.23, -4.45], [2.44, 3.01, -1.32], [-2.20, -4.57, 2.29], [0.74, -0.34, -2.95], [3.74, 3.47, -1.41], [-2.01, -3.42, 1.32], [-1.53, 0.67, -4.11], [1.95, -2.15, -4.76], [-1.51, -5.38, 2.07], [1.32, -2.80, -1.14], [-1.61, -1.45, -4.58], [-2.05, 0.29, 5.50], [-3.31, 3.42, 3.84], [3.69, -1.58, 1.42], [5.75, 3.13, -0.71], [-2.15, 1.19, -4.84], [-0.26, -3.10, -2.88], [-0.79, -0.47, -5.80], [-2.72, -2.61, 1.53], [-2.02, -4.24, 3.32], [-1.96, -1.48, 5.62], [-0.75, 2.49, -3.25], [2.70, -2.86, -2.26], [-2.15, 0.44, -3.25], [1.89, -0.57, -1.37], [-0.63, -0.47, 6.23], [3.97, 4.32, -2.02], [5.11, 1.19, 0.67], [-2.38, 3.61, 2.33], [-3.22, -4.95, 2.23], [-0.13, -3.15, 2.23], [0.32, 1.73, -4.45], [-0.04, -1.47, 4.01], [1.62, 3.49, -1.84], [-1.47, -0.72, 3.28], [-4.16, 1.21, 3.01], [-2.22, -3.75, 0.30], [2.84, -0.80, 2.74], [-3.30, 1.47, 1.47], [-4.61, 2.55, 1.94], [0.33, -2.63, -5.29], [1.08, -4.13, -3.41], [4.32, -0.07, 2.10]],
  "lowdin_charge": [0.48, 0.82, 0.33, 0.76, 0.07, -0.31, -0.30, -0.48, -0.48, -0.29, -0.32, -0.46, 0.00, -0.03, 0.09, 0.01, -0.08, -0.04, 0.01, -0.20, -0.27, -0.01, -0.06, -0.26, -0.16, -0.08, -0.30, -0.15, -0.02, -0.07, -0.19, -0.29, -0.80, -0.16, -0.11, -0.10, -0.43, -0.04, -0.31, -0.14, 0.12, 0.07, 0.09, 0.12, 0.07, 0.11, 0.09, 0.10, 0.12, 0.10, 0.12, 0.10, 0.07, 0.07, 0.07, 0.11, 0.11, 0.08, 0.08, 0.10, 0.10, 0.08, 0.07, 0.12, 0.13, 0.10, 0.11, 0.10, 0.07, 0.10, 0.08, 0.05, 0.08, 0.12, 0.11, 0.07],
  "multiplicity": 2,
  "lumo_energy_ev": [2.36, 2.18],
  "charge": -1,
  "s_squared": 0.75,
  "relative_energy_kcal_mol": 3.2,
  "e_homo_ev": [-4.057, -4.203]
}



> charge of number 2 (C10H36O8)?

+1



> What is the charge in the fourth record?

-1



> What is the formula in the first record?

C57H57N9O4